1.
C15H25ClINO2PTi | ωB97M-V with the def2-TZVPD basis set

**E_tot**: -74557.3644 eV
**Energy above the lowest of the compared OMol25 structures with the same formula, charge and spin**: 0.0 kcal per mole
**Orbital gap (alpha / beta)**: 5.2560 / 6.2145 eV
**Lowest unoccupied orbital energy (alpha / beta)**: -7.716 / -7.716 eV
**2S+1**: 2
**Charge**: +2

Last column: natural (NBO) charge in e.
CARTESIAN COORDINATES (ANGSTROEM)
C 2.50615 5.05551 -3.27277  -0.840
C 2.73482 4.80916 -1.87196  0.987
H 3.16836 5.88124 -3.65735  0.360
H 1.42261 5.34425 -3.39861  0.357
H 2.71001 4.10212 -3.83795  0.362
O 2.90624 4.55994 -0.75394  -0.228
I -0.34836 1.33711 -3.46945  -0.234
Ti -0.12655 0.67379 -1.02578  0.707
P -1.79132 2.14603 0.39094  0.945
C -1.92628 2.23890 2.20714  -0.936
C -1.87559 3.88407 -0.12389  -0.943
H -3.60015 1.35196 -1.06713  0.270
H -4.14062 2.44349 0.26349  0.237
H -3.74361 0.72322 0.60915  0.253
C -3.49174 1.59860 -0.00326  -0.919
H -1.73695 3.95699 -1.20918  0.253
H -2.87219 4.24724 0.16355  0.256
H -2.77645 2.89868 2.44842  0.261
H -1.00167 2.63955 2.64130  0.248
H -1.10184 4.45856 0.39655  0.238
H -2.11061 1.23048 2.60615  0.248
C 0.67429 0.97722 0.95513  0.473
O 0.94780 0.70675 2.06752  -0.459
Cl -1.89429 -0.80468 -1.20952  -0.459
C -0.95691 -2.92678 2.63835  -0.410
N -0.24362 -3.46424 1.45007  -0.355
C -0.79222 -4.79966 1.07389  -0.415
C -0.31402 -2.46757 0.28663  -0.229
C 1.02080 -2.17980 -0.32100  -0.146
C 1.85979 -3.28786 -0.57780  -0.215
C 3.16871 -3.00926 -0.98423  -0.186
C 3.63449 -1.69786 -1.16741  -0.181
C 2.75466 -0.61001 -1.01847  -0.242
C 1.43123 -0.88098 -0.65485  -0.285
H -2.01641 -2.82240 2.38635  0.233
H -0.52664 -1.95229 2.87049  0.229
H -0.81761 -3.63127 3.45627  0.240
H 0.75758 -3.57464 1.67372  0.442
H -1.86288 -4.68424 0.85029  0.237
H -0.26212 -5.19442 0.20178  0.236
H -0.64502 -5.46812 1.92539  0.237
H -0.99607 -2.95508 -0.42058  0.249
H -0.82272 -1.60279 0.72552  0.233
H 1.47626 -4.32208 -0.48272  0.213
H 3.83889 -3.84708 -1.17512  0.238
H 4.67744 -1.50567 -1.43679  0.235
H 3.10432 0.42392 -1.14832  0.206

2.
C29H27CoN4O2P | ωB97M-V with the def2-TZVPD basis set

**E_tot**: -87484.4786 eV
**Energy above the lowest of the compared OMol25 structures with the same formula, charge and spin**: 4.7 kcal per mole
**Orbital gap (alpha / beta)**: 7.0773 / 7.2987 eV
**Lowest unoccupied orbital energy (alpha / beta)**: 0.488 / 0.489 eV
**2S+1**: 2

Last column: natural (NBO) charge in e.
CARTESIAN COORDINATES (ANGSTROEM)
Co -0.30387 -0.37577 0.21147  1.041
C -2.33290 0.95724 3.66286  -0.684
C -1.60194 1.01263 2.34137  0.498
O -0.92498 -0.02964 2.03505  -0.750
C -1.67933 2.16846 1.58680  -0.503
C -0.90853 2.42464 0.42224  0.308
C -0.92447 3.80058 -0.18050  -0.661
N -0.16707 1.49646 -0.11061  -0.385
N 0.66103 1.84226 -1.17736  -0.420
C 1.30398 0.78813 -1.57458  0.536
O 1.16776 -0.39374 -1.04483  -0.798
C 2.24509 0.92728 -2.72072  -0.117
C 2.29723 2.10080 -3.47027  -0.131
C 3.16346 2.20250 -4.54614  -0.239
C 3.98896 1.13642 -4.88345  -0.216
C 3.94250 -0.03256 -4.13815  -0.207
C 3.07096 -0.13795 -3.06330  -0.195
H -2.29836 -0.05608 4.05741  0.222
H -3.37139 1.26633 3.53734  0.222
H -1.86831 1.63196 4.38392  0.226
H -2.29885 2.97301 1.95900  0.211
H -1.70141 4.40745 0.28020  0.211
H -1.08546 3.73799 -1.25625  0.235
H 0.04201 4.28539 -0.03836  0.240
H 1.65310 2.92369 -3.19184  0.225
H 3.19804 3.11687 -5.12497  0.209
H 4.66396 1.21742 -5.72603  0.209
H 4.58590 -0.86452 -4.39513  0.208
H 3.01608 -1.04494 -2.47704  0.229
N -2.61434 -2.33912 -0.05364  -0.890
P -2.50561 -0.69463 -0.55317  1.101
C -2.82194 -0.73430 -2.34302  -0.412
C -4.03811 -1.13549 -2.89827  -0.186
C -4.19564 -1.17358 -4.27263  -0.218
C -3.14184 -0.80377 -5.10308  -0.189
C -1.93322 -0.40041 -4.55949  -0.228
C -1.77239 -0.36612 -3.17941  -0.110
C -4.06516 -0.04898 0.11453  -0.384
C -4.62280 -0.55221 1.28512  -0.205
C -5.75732 0.03657 1.83070  -0.210
C -6.33185 1.13850 1.21869  -0.204
C -5.77054 1.65486 0.05602  -0.224
C -4.64466 1.06693 -0.49206  -0.132
C -1.48458 -3.04634 0.28600  0.431
C -1.54607 -4.38808 0.68115  -0.294
C -0.37174 -5.04550 0.96316  -0.124
C 0.84689 -4.37923 0.84176  -0.301
C 0.82154 -3.05758 0.46544  0.091
N -0.31648 -2.39745 0.20398  -0.520
H -3.47918 -2.85582 -0.09351  0.407
H -4.86690 -1.40608 -2.25334  0.213
H -5.14023 -1.48434 -4.70028  0.215
H -3.26953 -0.82804 -6.17780  0.216
H -1.11297 -0.10964 -5.20287  0.223
H -0.82990 -0.05244 -2.74755  0.226
H -4.15920 -1.39087 1.78955  0.222
H -6.18362 -0.36403 2.74149  0.217
H -7.21387 1.59801 1.64553  0.216
H -6.21122 2.52067 -0.42097  0.217
H -4.20887 1.47538 -1.39651  0.215
H -2.50452 -4.88349 0.75759  0.219
H -0.39926 -6.08226 1.27299  0.221
H 1.78637 -4.87334 1.03820  0.229
H 1.72303 -2.47241 0.33672  0.229

3.
C56H40F5N4OSn | ωB97M-V with the def2-TZVPD basis set

**E_tot**: -86146.3970 eV
**Energy above the lowest of the compared OMol25 structures with the same formula, charge and spin**: 72.9 kcal per mole
**Orbital gap (alpha / beta)**: 5.3280 / 5.3270 eV
**Lowest unoccupied orbital energy (alpha / beta)**: 1.223 / 1.222 eV
**Charge**: -1

Last column: Mulliken charge in e.
CARTESIAN COORDINATES (ANGSTROEM)
Sn 0.45553 0.08878 0.03887  1.075
C -1.31213 0.53871 -7.12576  -0.470
C -1.70690 -0.18162 -5.97913  -0.164
C -1.38936 0.25090 -4.74086  -0.104
C -0.45072 1.27894 -4.62163  -0.194
C -0.04958 2.00370 -5.72702  -0.168
C -0.49535 1.64497 -7.00804  -0.805
C -0.03370 1.57974 -3.24545  1.091
C 1.31129 1.48796 -2.85958  -0.090
C 2.48486 1.50224 -3.73237  -1.460
C 3.56051 1.63293 -2.87044  -0.979
C 3.01849 1.68351 -1.45837  0.106
N 1.65206 1.61781 -1.58273  -0.332
C 3.75493 1.49117 -0.32686  0.878
C 3.27963 1.23547 1.01488  0.582
C 4.17240 0.96490 2.11299  -1.590
C 3.30955 0.60745 3.14320  -1.288
C 1.91550 0.64061 2.52077  0.709
C 0.88184 0.20196 3.28239  1.373
C 0.99705 -0.37084 4.68089  -1.019
C 1.23604 -1.76183 4.87541  -0.195
C 1.16301 -2.23827 6.13438  -0.673
C 0.84318 -1.42214 7.23252  -0.632
C 0.62300 -0.09149 7.06312  -0.535
C 0.78491 0.46454 5.80924  -0.494
C -0.54346 0.52110 2.94053  1.050
N -0.72200 1.01906 1.72047  -0.195
C -2.17408 1.28916 1.69996  -0.380
C -2.88189 1.90898 0.65326  1.399
C -4.25203 2.33143 0.82663  -0.004
C -5.33047 1.96817 0.01520  -0.097
C -6.58069 2.54880 0.20225  -1.154
C -6.72866 3.56229 1.16349  -0.403
C -5.65178 4.02069 1.93881  -0.859
C -4.44277 3.37238 1.78311  -0.237
C -2.34462 2.14295 -0.59288  -0.041
C -3.05786 2.83183 -1.74979  -1.297
C -2.23857 2.74751 -2.77914  -1.228
C -1.07096 1.93593 -2.33181  0.312
N -1.18043 1.63018 -1.05887  0.776
C -2.72896 0.89434 2.99338  -0.870
C -1.68387 0.42759 3.74720  -1.146
N 2.01230 0.98438 1.19839  0.152
C 5.19724 1.55105 -0.42090  -0.433
C 6.06436 0.42914 -0.65948  0.156
C 7.37812 0.51878 -0.85763  -0.616
C 8.02246 1.73838 -0.81476  -0.420
C 7.25352 2.82499 -0.48020  -0.658
C 5.89779 2.75173 -0.32841  0.082
H -1.59628 0.07312 -8.09334  0.303
H -2.37346 -1.07930 -6.11075  0.348
H -1.71701 -0.35739 -3.87919  -0.021
H 0.45501 2.94007 -5.53038  0.543
H -0.24072 2.13108 -7.97074  0.316
H 2.46767 1.42831 -4.79316  0.644
H 4.59025 1.57579 -3.14385  0.460
H 5.23999 1.02384 2.10817  0.448
H 3.47578 0.38632 4.14022  0.681
H 1.13677 -2.41504 3.96627  0.361
H 1.28772 -3.27900 6.19995  0.453
H 0.97051 -1.78874 8.23763  0.335
H 0.21098 0.50636 7.83637  0.410
H 0.68901 1.50781 5.65851  0.525
H -5.25000 1.18232 -0.67868  0.787
H -7.50045 2.20018 -0.34962  0.330
H -7.69823 4.02959 1.24068  0.361
H -5.68468 4.84763 2.66299  0.366
H -3.55371 3.71349 2.34757  0.353
H -3.93070 3.45030 -1.59594  0.549
H -2.49233 2.97425 -3.80141  0.473
H -3.79601 0.99329 3.18307  0.602
H -1.77433 0.01803 4.81032  0.223
H 5.47714 -0.47847 -0.76202  0.392
H 7.96535 -0.38751 -1.14805  0.321
H 9.05583 1.78422 -1.04122  0.422
H 7.69248 3.81420 -0.26662  0.302
H 5.36667 3.66378 -0.09087  0.418
C -1.42247 -3.73736 2.49292  -1.346
C -1.80203 -3.41802 1.11022  0.554
C -1.13944 -4.13575 0.09337  -1.078
C -1.46070 -4.02674 -1.24047  1.004
C -0.73967 -4.99501 -2.07789  -1.925
C -2.44720 -3.13517 -1.63852  1.096
C -2.60145 -2.95463 -3.12708  -0.811
O -3.56700 -2.46578 -3.63829  -0.543
C -3.10034 -2.40276 -0.68979  2.107
C -4.10861 -1.35123 -0.97650  -2.040
C -2.80403 -2.53281 0.68323  -0.388
H -2.17691 -4.33609 2.98823  0.403
H -1.23252 -2.79110 3.06453  0.078
H -0.49800 -4.31716 2.48633  0.314
H -0.28300 -4.76633 0.40283  -0.152
H -0.10804 -5.71172 -1.51971  0.370
H 0.00769 -4.43836 -2.60659  0.404
H -1.44701 -5.54234 -2.73696  0.404
H -1.76785 -3.28241 -3.75914  0.448
H -4.89188 -1.87168 -1.56508  0.335
H -3.71657 -0.60435 -1.60389  0.246
H -4.52127 -0.86746 -0.13200  0.567
H -3.35785 -1.78448 1.33751  -0.014
F 2.34535 -2.25924 -0.96553  -0.299
C 2.42080 -2.14549 0.41314  -0.377
F 1.50134 -3.18110 0.88298  -0.237
C 3.69202 -2.89314 0.80286  0.508
F 4.00665 -4.14846 0.33669  -0.336
F 3.77844 -3.01160 2.16312  -0.276
F 4.74963 -2.15167 0.44426  -0.231

4.
C3H12NO4 | ωB97M-V with the def2-TZVPD basis set

**E_tot**: -12978.6773 eV
**Energy above the lowest of the compared OMol25 structures with the same formula, charge and spin**: 43.7 kcal per mole
**Orbital gap**: 11.3036 eV
**Lowest unoccupied orbital energy**: -3.153 eV
**Charge**: +1

Last column: natural (NBO) charge in e.
CARTESIAN COORDINATES (ANGSTROEM)
O 1.90325 2.06016 0.34410  -0.511
C 1.14679 1.72171 -0.53927  0.434
C 0.17956 0.59525 -0.23359  -0.206
C -1.28448 1.00561 -0.18539  -0.080
O -1.46488 2.00218 -1.20279  -0.686
N 0.62497 -0.12979 1.00371  -0.672
H 1.17069 2.20600 -1.52093  0.185
H 0.28562 -0.12210 -1.06126  0.260
H -1.41075 1.63209 0.71273  0.193
H -2.05694 0.24627 -0.24950  0.215
H -1.48471 1.49736 -2.01557  0.475
H 1.54203 0.26828 1.25473  0.464
H 0.03390 0.15983 1.77622  0.440
H 0.69505 -1.12606 0.85300  0.473
H 0.98583 -2.55964 3.30266  0.499
H 2.27321 -2.55810 2.51800  0.496
O 1.36895 -2.23108 2.47617  -0.985
H -1.94899 -1.91600 -1.87213  0.487
H -1.24580 -1.45838 -3.16332  0.498
O -1.31329 -1.29362 -2.19758  -0.978

5.
C3H5NO2 | ωB97M-V with the def2-TZVPD basis set

**E_tot**: -8774.3516 eV
**Energy above the lowest of the compared OMol25 structures with the same formula, charge and spin**: 77.1 kcal per mole
**Orbital gap**: 10.6998 eV
**Lowest unoccupied orbital energy**: 0.889 eV

Last column: natural (NBO) charge in e.
CARTESIAN COORDINATES (ANGSTROEM)
O -1.30990 -1.03320 -0.74336  -0.741
C -0.44481 0.00450 -0.78194  0.020
C -0.42458 1.32226 0.15751  -0.101
O 0.91456 0.90558 0.67381  -0.474
C 0.68961 -0.30059 0.14087  0.595
N 0.84385 -1.49767 0.52991  -0.754
H -0.52501 -1.74190 -0.01015  0.483
H -0.12902 0.33419 -1.78548  0.186
H -0.35298 2.31220 -0.30437  0.195
H -1.13508 1.28719 0.98603  0.197
H 1.29686 -1.70659 1.41006  0.393

6.
C5H3NO | ωB97M-V with the def2-TZVPD basis set

**E_tot**: -8765.0924 eV
**Energy above the lowest of the compared OMol25 structures with the same formula, charge and spin**: 113.3 kcal per mole
**Orbital gap**: 9.2392 eV
**Lowest unoccupied orbital energy**: 0.430 eV

Last column: natural (NBO) charge in e.
CARTESIAN COORDINATES (ANGSTROEM)
C 0.09518 0.34884 2.17204  -0.251
C 0.11439 -0.29561 1.14656  -0.054
C -0.13030 -0.89914 -0.16929  -0.331
C 1.01723 -0.24441 -0.58651  0.291
O 0.78681 0.74471 -1.42094  -0.285
N -0.58426 0.72246 -1.74409  -0.107
C -1.10885 -0.21787 -1.02995  0.030
H -0.06251 0.73722 3.15135  0.243
H 2.03939 -0.47783 -0.33336  0.233
H -2.16708 -0.41838 -1.18580  0.231

Question: E_tot of number 5 (C3H5NO2)?
Answer: -8774.3516 eV

Question: The highest energy above the lowest of the compared OMol25 structures with the same formula, charge and spin belongs to which entry?
Answer: C5H3NO

Please write out number 6 again, unchanged.
C5H3NO | ωB97M-V with the def2-TZVPD basis set

**E_tot**: -8765.0924 eV
**Energy above the lowest of the compared OMol25 structures with the same formula, charge and spin**: 113.3 kcal per mole
**Orbital gap**: 9.2392 eV
**Lowest unoccupied orbital energy**: 0.430 eV

Last column: natural (NBO) charge in e.
CARTESIAN COORDINATES (ANGSTROEM)
C 0.09518 0.34884 2.17204  -0.251
C 0.11439 -0.29561 1.14656  -0.054
C -0.13030 -0.89914 -0.16929  -0.331
C 1.01723 -0.24441 -0.58651  0.291
O 0.78681 0.74471 -1.42094  -0.285
N -0.58426 0.72246 -1.74409  -0.107
C -1.10885 -0.21787 -1.02995  0.030
H -0.06251 0.73722 3.15135  0.243
H 2.03939 -0.47783 -0.33336  0.233
H -2.16708 -0.41838 -1.18580  0.231

Question: Which of these has the lowest energy above the lowest of the compared OMol25 structures with the same formula, charge and spin?
Answer: C15H25ClINO2PTi